# C15H45O20P5

5 unconnected molecules or ions with the total composition C15H45O20P5 at a distorted geometry (the ωB97M-V functional and the def2-TZVPD basis, OMol25).

Cartesian coordinates (Å):
1 H 42.9728 -13.7335 53.0846
2 C 38.3094 -7.9527 48.2820
3 H 34.6515 -7.8405 48.6443
4 H 35.1592 -11.9035 50.2706
5 O 43.1495 -12.1231 54.1488
6 H 35.8953 -16.0173 51.7412
7 H 38.2091 -13.6684 53.4173
8 H 34.1706 -12.6855 51.5750
9 H 34.1430 -10.8038 51.2156
10 O 42.5767 -9.9683 52.9890
11 H 42.6626 -6.2946 50.2612
12 H 41.5337 -6.4013 51.7470
13 C 39.0947 -9.4124 53.0938
14 O 44.2367 -10.0915 54.8600
15 H 40.1398 -9.8700 53.6298
16 C 43.1613 -12.8312 52.9610
17 H 45.9801 -9.2515 50.2902
18 O 38.2997 -10.6069 52.5560
19 P 42.5459 -9.1729 49.9993
20 C 41.7499 -6.7509 50.8068
21 H 38.5824 -9.1476 53.9105
22 H 44.0048 -12.8271 52.1952
23 H 45.9119 -9.0426 54.2588
24 H 36.3008 -7.2954 51.4992
25 H 39.3722 -8.6921 52.2416
26 P 38.0933 -14.3978 50.7649
27 C 39.0448 -14.2114 53.1221
28 O 36.3363 -9.1970 52.5991
29 H 35.4572 -14.3783 51.5687
30 H 33.4108 -9.1105 48.1845
31 H 34.2853 -8.1966 46.9281
32 O 41.8177 -10.2343 55.3790
33 H 45.0534 -9.8859 48.9782
34 O 36.7317 -11.4044 47.0112
35 O 41.6296 -8.1627 50.8617
36 C 45.1685 -9.4917 53.8889
37 O 42.1218 -10.7674 50.0395
38 P 42.9093 -10.6598 54.2564
39 H 45.5165 -10.2753 53.2903
40 C 34.4709 -8.5434 48.0260
41 H 40.2946 -10.4144 50.8500
42 H 41.1394 -8.8617 56.6431
43 C 41.8017 -9.0279 56.0205
44 H 39.9072 -13.6091 52.8436
45 C 40.7516 -11.0649 50.0809
46 P 36.9765 -10.4373 51.7833
47 O 35.2701 -9.6541 48.0295
48 H 37.9054 -7.8417 49.2469
49 O 42.4944 -8.7674 48.6446
50 H 40.1137 -11.0586 49.1852
51 O 43.9932 -8.9113 50.4663
52 O 38.0509 -9.2857 47.8889
53 H 44.7803 -8.8005 53.1109
54 H 38.4975 -11.6901 47.6871
55 H 42.6675 -9.1324 56.8021
56 H 41.8583 -8.0899 55.3538
57 C 35.6160 -8.1810 51.9652
58 C 40.5115 -15.2352 50.0158
59 O 36.7395 -14.9341 50.1712
60 C 37.6709 -12.1599 47.7850
61 O 35.8601 -11.4993 52.1339
62 O 36.9726 -10.0917 50.3589
63 H 34.8114 -8.4204 51.2383
64 O 39.3660 -14.6266 49.7105
65 H 37.1927 -12.1445 48.7173
66 C 34.7121 -11.6493 51.3640
67 H 35.2135 -7.5747 52.6846
68 H 39.4429 -7.8549 48.4262
69 H 37.8781 -7.3201 47.5442
70 O 38.0992 -12.9660 50.9947
71 O 36.5683 -9.2688 45.7710
72 H 41.0167 -14.6507 50.8029
73 H 40.8962 -6.3707 50.1373
74 H 37.5762 -13.1304 47.5318
75 H 41.1413 -15.4154 49.1787
76 H 45.0288 -10.6825 50.7420
77 H 42.4715 -12.5589 52.3570
78 H 39.0585 -14.6395 54.1225
79 O 38.4625 -15.0403 52.1339
80 H 40.5175 -11.9345 50.2429
81 C 45.1014 -9.6916 50.0568
82 H 34.8704 -15.3280 50.2767
83 P 36.7472 -9.8723 47.1548
84 C 35.6655 -15.2488 51.0768
85 H 40.2128 -16.2772 50.6237

Summary:
SMILES: COP(=O)(OC)OC.COP(=O)(OC)OC.COP(=O)(OC)OC.COP(=O)(OC)OC.COP(=O)(OC)OC
energy relative to the best compared isomer or geometry (same formula, charge and spin): 320.3 kcal/mol
highest occupied orbital energy: -8.994 eV
spin multiplicity: 1


# C20H22N2O3

C20H22N2O3 in the gas phase (the ωB97M-V functional and the def2-TZVPD basis, OMol25).

Cartesian coordinates (Å):
1 H 4.5846 1.7222 1.0555
2 C -3.7689 1.6495 0.9725
3 H 0.1141 -3.2035 1.3054
4 C 1.6679 -1.3495 0.7541
5 C -1.7289 -2.1925 -0.2286
6 H -2.1985 -3.2711 1.5869
7 C 0.8192 1.1365 1.5231
8 C -2.2489 0.2398 -0.1788
9 H -3.9040 -0.4859 1.0091
10 O -1.5745 -3.1591 -0.9412
11 N -0.3286 -2.3641 1.6643
12 H -4.6226 1.7775 1.6211
13 H -0.2857 2.5381 -2.9618
14 C 0.2862 1.7806 -2.4275
15 C 2.4591 -0.2519 0.4479
16 C -3.3555 0.3707 0.6462
17 C -1.7389 -2.3261 1.2940
18 H -3.4660 3.7547 0.7547
19 H -0.5309 -2.0239 -3.0856
20 H 1.9867 -2.3390 0.4616
21 H 4.2642 1.8763 -0.6894
22 H 0.6066 -2.1600 -1.7564
23 H 0.8677 -0.9364 -3.0076
24 C -0.6282 0.8913 -1.6593
25 H -2.2176 -1.4982 1.8063
26 C 0.4453 -1.2237 1.4103
27 H 4.2804 3.3270 0.3456
28 C 0.1134 -1.4511 -2.4194
29 C 2.0187 1.0278 0.8296
30 H 3.4244 -2.1297 -1.2971
31 O 2.6316 2.2214 0.5540
32 H 4.2700 -2.2663 0.2734
33 H 0.8772 1.2203 -3.1463
34 H -1.5759 3.5168 -0.8228
35 C -1.6280 1.3702 -0.7467
36 H 5.0610 -1.4595 -1.1019
37 C 4.0175 2.2699 0.2990
38 C -0.6834 -0.4662 -1.6451
39 H -0.8840 0.1770 2.3603
40 C 0.0367 0.0404 1.8177
41 C 4.1079 -1.6298 -0.6027
42 C -2.0571 2.6469 -0.4033
43 O 3.6416 -0.3551 -0.2415
44 C -3.1165 2.7730 0.4711
45 N -1.6380 -0.8925 -0.7030
46 H 0.9621 2.2893 -1.7400
47 H 0.5022 2.1247 1.8149

Summary:
SMILES: COc1ccc(NCC(=O)n2c(C)c(C)c3ccccc32)cc1OC
energy relative to the best compared isomer or geometry (same formula, charge and spin): 54.2 kcal/mol
highest occupied orbital energy: -7.464 eV
spin multiplicity: 1


# C20H10BrCl5N2O2S3SbV

A molecular structure, C20H10BrCl5N2O2S3SbV at a distorted geometry (the ωB97M-V functional and the def2-TZVPD basis, OMol25).

Cartesian coordinates (Å):
1 C 3.9504 -1.9386 0.1125
2 N 1.1336 -2.0872 0.1271
3 C -1.7369 3.1325 4.1459
4 H 5.0264 -1.8622 0.1383
5 C 3.2543 -2.4173 1.2128
6 C -1.9076 0.4479 -1.8401
7 N -0.6038 -0.6419 1.7448
8 C -1.5793 -0.3985 2.6720
9 C -0.4413 1.5870 2.2911
10 H 3.7423 0.0665 -2.2837
11 Cl -1.5986 3.8134 -4.0090
12 O -2.4276 -1.2091 3.0144
13 C -1.2929 -0.4709 -2.7098
14 Cl -1.1414 -2.0928 -2.1884
15 H -0.4279 4.7043 3.5071
16 C -0.0047 0.5166 1.3759
17 S -1.4337 -3.7365 0.5131
18 H 1.2574 -1.3426 -1.8028
19 H 4.9283 -1.2483 -2.2368
20 C -1.4946 2.1767 -3.5059
21 C -1.9950 1.7869 -2.2730
22 V -0.7133 -1.6056 0.1192
23 C -0.7120 3.6701 3.3762
24 C 1.8771 -2.4771 1.1760
25 C 3.8661 -1.0157 -2.2452
26 O 0.7120 0.6026 0.3742
27 C -0.0513 2.9025 2.4258
28 Br 0.9963 -3.1277 2.7220
29 C -1.4514 1.0281 3.0878
30 Sb -3.6083 -2.7236 0.6737
31 H 3.4116 -1.4372 -3.1403
32 S -2.5396 -0.0456 -0.3274
33 Cl -0.0739 -1.2505 -4.9757
34 C -0.8969 1.2418 -4.3548
35 C 1.8383 -1.6587 -0.9444
36 C 3.2113 -1.5517 -1.0095
37 Cl -2.6921 2.9529 -1.2257
38 H 0.7387 3.3063 1.8099
39 H -2.9222 1.3831 4.6073
40 H 3.7647 -2.7334 2.1077
41 C -0.7984 -0.0850 -3.9423
42 H -2.2466 3.7713 4.8549
43 S -4.4943 -3.4389 -1.2899
44 Cl -0.3026 1.7055 -5.9001
45 C -2.1207 1.8008 4.0154

Summary:
expectation value of S²: 1.066
energy relative to the best compared isomer or geometry (same formula, charge and spin): 51.8 kcal/mol
highest occupied orbital energy (alpha / beta): -3.752 / -2.467 eV
spin multiplicity: 2
net charge: -1


# C34H72B2F8N10O2

8 unconnected molecules or ions with the total composition C34H72B2F8N10O2 at a distorted geometry (the ωB97M-V functional and the def2-TZVPD basis, OMol25).

Cartesian coordinates (Å):
1 N -0.1456 -1.6334 -5.9191
2 H -3.3096 -1.5957 -1.2579
3 C -4.8926 4.6510 -2.2985
4 H 6.1248 -0.3725 -2.5296
5 N 1.0803 -2.6533 5.4187
6 C -3.6923 -0.7467 -0.6999
7 H -1.8418 2.5135 3.1200
8 H 3.3305 -1.2860 0.1845
9 H -0.2548 2.5625 -1.0867
10 C 0.4362 -3.7460 4.8764
11 H -0.5726 -4.3253 -7.6874
12 H 1.6533 5.5317 0.5193
13 H -3.3083 3.0288 6.7081
14 C 0.0973 -3.4398 3.6057
15 H 1.3215 -1.9008 -3.7832
16 O 2.8819 -2.3709 -1.5279
17 C -1.7412 0.6193 8.1906
18 H -0.6316 -1.0179 2.1845
19 H 1.9200 -2.2870 -1.4351
20 H -2.9454 -0.5117 0.0527
21 O 1.2003 3.5449 0.3920
22 H 2.7443 4.6319 -0.5080
23 H -1.1562 2.9501 4.6975
24 H 2.0271 -0.2379 -3.7715
25 H 2.0635 4.0402 -3.3640
26 H -4.5579 4.7436 -1.2682
27 H 5.3076 -3.8055 -2.7723
28 C 1.6897 -1.0734 -4.3830
29 C 5.7219 -0.6929 -1.5750
30 H -1.2692 0.2489 9.0844
31 C -4.7223 1.4032 -1.3346
32 F 0.7840 0.5676 -1.6556
33 H 2.9958 -3.0217 0.3940
34 H 5.4350 -2.0982 0.5025
35 H -4.6648 -0.9762 -0.2769
36 H 1.5826 -0.7324 4.6190
37 H 1.1759 6.0121 -1.8694
38 C -1.7849 0.1866 6.9122
39 C 4.9550 -2.6587 -0.2985
40 N 0.5729 -2.1690 3.3730
41 H -4.0098 4.6379 -2.9484
42 H -0.4003 -4.0100 2.8207
43 H 1.2187 -0.4925 7.2057
44 H 0.3273 -1.7227 8.2276
45 C 3.4709 -2.2804 -0.2595
46 C -3.1144 -3.5127 -6.5568
47 H -0.1252 5.6370 -0.7994
48 N -4.8285 2.1549 -2.4358
49 F -1.1268 0.2012 -0.4505
50 H 2.6939 -2.7122 6.7110
51 H -2.6419 0.2391 4.3947
52 H 1.0121 0.0612 -6.1569
53 H 0.4110 -4.6586 5.4462
54 H 1.3362 -3.5877 7.2729
55 H -1.4301 5.1923 -3.1093
56 C 7.1817 -2.5877 -1.2556
57 H 6.1410 -2.3572 -3.5344
58 H -3.6305 2.3455 -4.2028
59 H -6.5580 3.2162 -1.9464
60 H -0.3949 4.3716 -4.3334
61 H 1.4327 -2.6790 -6.9685
62 H -0.0483 0.0794 -4.7248
63 H 2.5543 -1.4222 -4.9531
64 H 7.4441 -2.4713 -0.2070
65 H 4.4123 -2.3003 -3.0976
66 C -2.5714 1.2753 4.7242
67 H -3.5645 1.6955 4.5628
68 H -2.1153 -1.3028 -5.1801
69 C -5.6562 3.3663 -2.5429
70 B -0.2417 -5.1825 0.2317
71 C 0.6253 -0.5283 -5.3276
72 C -1.4958 2.1226 4.0749
73 H 0.3652 -2.2238 1.2791
74 N -3.8761 0.4110 -1.5931
75 H -3.3403 -3.8251 -7.5715
76 C -2.7838 2.1438 7.0304
77 N -1.7625 -2.9655 -6.4782
78 H -2.4719 0.0177 -3.1313
79 N 5.7584 -2.1712 -1.4972
80 F -0.8726 -4.5306 1.3687
81 C 0.7355 5.1931 -1.2993
82 H 6.2477 -0.2631 -0.7246
83 C 1.2375 -1.4700 7.6911
84 H -5.4730 5.4882 -2.6792
85 H 1.9425 3.0029 0.6721
86 C 1.1574 -1.7110 4.4777
87 H -1.2123 2.7428 -2.5524
88 H 0.9039 2.6058 -3.4831
89 C -3.2610 0.6664 -2.7877
90 H -3.7755 2.5979 9.7440
91 H -5.3892 1.5576 -0.5024
92 H 4.6814 -0.3792 -1.4926
93 H 2.0945 -1.3376 8.3529
94 C 0.3461 -1.4902 2.0815
95 F 0.1725 -1.6171 -0.9878
96 C -0.6130 -3.4652 -7.0415
97 H 7.8221 -2.0264 -1.9281
98 H 7.2715 -3.6559 -1.4503
99 F -1.2185 -5.9027 -0.4425
100 C 5.3769 -2.7268 -2.8576
101 N -2.4029 1.1913 6.1891
102 H -6.1017 3.3482 -3.5416
103 H -1.3031 -0.6130 6.3780
104 H -0.5893 1.5404 3.8877
105 C -0.4170 4.9622 -3.4196
106 H 1.0461 -0.6844 1.8657
107 C 1.6959 4.7333 -0.2289
108 C -2.7193 2.5386 9.4919
109 C 1.3743 3.3619 -2.8649
110 F -1.0486 -0.5280 -2.5773
111 H -2.3672 3.5582 9.3396
112 H -1.5287 3.8216 -1.1373
113 H 1.8892 2.9073 -2.0240
114 C -0.7828 3.2803 -1.7085
115 F 0.7885 -5.9845 0.6864
116 C -1.4358 -1.8945 -5.7665
117 H 5.1111 -3.7325 -0.2516
118 B -0.2319 -0.3701 -1.4079
119 H -3.8305 -2.7425 -6.2789
120 H -3.2326 -4.3315 -5.8500
121 H -2.1662 2.1081 10.3195
122 N -2.5108 1.7619 8.2702
123 F 0.2274 -4.1353 -0.5846
124 C -3.8395 1.7765 -3.3142
125 N 0.2583 4.1929 -2.3197
126 C 1.6063 -2.6538 6.7884
127 H 0.1420 5.8702 -3.6334
128 C 0.3883 -2.6195 -6.7190

Summary:
energy relative to the best compared isomer or geometry (same formula, charge and spin): 32.3 kcal/mol
highest occupied orbital energy: -17.164 eV
spin multiplicity: 1
net charge: +4


Let's list DFT total energy in order: -103676.78148; -30219.36692; -225367.19587; -78492.89332 eV.